(1)
Formula: C33H27BBrFN4O20
Source: the OMol25 dataset
Level of theory: ωB97M-V/def2-TZVPD

The LUMO energy is -0.07084 hartree. The max |F| comes out at 0.0295 Eh/bohr. The value obtained for the highest occupied orbital energy is -9.5 eV. The gap between HOMO and LUMO comes out at 7.573 eV.

The geometry in XYZ format:
```
87
Properties=species:S:1:pos:R:3:lowdin_charge:R:1
C -3.6733 -5.6161 -2.5659 -0.08
C -3.0027 -6.1186 -1.3042 -0.22
N -2.8004 -5.0808 -0.2763 0.04
N -2.8374 -3.7603 -0.7121 -0.06
N -3.9790 -3.1074 -0.4598 0.14
C -4.0190 -1.8538 -0.8213 -0.66
Br -5.6220 -0.9899 -0.3409 0.89
C -2.9862 -1.1303 -1.4583 -0.03
B -3.1484 0.4165 -1.8527 -0.66
N -2.2264 1.3648 -1.3153 0.21
O -4.1487 0.8241 -2.6967 0.13
C -1.8277 -1.8458 -1.6946 -0.05
C -0.6025 -1.2876 -2.3724 0.00
C -0.7237 -1.1043 -3.8550 -0.46
O 0.1508 -0.8350 -4.5751 0.20
F -1.9779 -1.2441 -4.2936 0.14
C -1.7758 -3.2049 -1.2909 0.01
C -0.5273 -4.0437 -1.5193 -0.69
O -0.5610 -4.7030 -2.5452 0.08
O 0.3488 -3.8362 -0.6399 0.02
H -2.9314 -5.2779 -3.2815 0.07
H -4.4214 -4.8543 -2.3748 0.07
H -4.1903 -6.4510 -3.0288 0.08
H -3.6131 -6.8952 -0.8533 0.11
H -2.0502 -6.5772 -1.5545 0.11
H -1.9791 -5.1494 0.3248 0.11
H -1.6888 1.8089 -2.0570 0.06
H -1.5767 0.9337 -0.6710 0.07
H -4.7422 1.4325 -2.2447 0.10
H -0.3774 -0.2997 -1.9889 0.13
H 0.2536 -1.9308 -2.2060 0.14
C -1.8909 -3.9589 4.3857 0.05
C -1.3218 -3.7425 5.5801 -0.23
C 0.1660 -3.5466 5.7370 -0.32
O 0.5680 -3.3430 6.8708 0.10
C 0.9968 -3.6073 4.5625 0.07
C 0.4418 -3.8133 3.3506 -0.23
C -1.0636 -4.0027 3.2054 -0.28
O -1.5442 -4.1861 2.0920 0.07
O 1.1643 -3.8365 2.2623 0.13
O -1.9902 -3.6849 6.7174 0.12
H -2.9520 -4.1092 4.2669 0.13
H 2.0606 -3.4675 4.6894 0.14
H 0.6177 -3.9101 1.4360 0.10
H -1.3215 -3.5191 7.4129 0.12
C -4.0597 0.3128 4.7562 0.08
C -3.8275 1.6016 4.4688 -0.24
C -3.2139 2.0338 3.1585 -0.31
O -3.0609 3.2285 2.9894 0.11
C -2.8449 1.0152 2.1949 0.08
C -3.0732 -0.2733 2.4832 -0.22
C -3.7105 -0.7010 3.7850 -0.30
O -3.8922 -1.8941 3.9386 0.10
O -2.7679 -1.2765 1.6688 0.08
O -4.1092 2.6020 5.2855 0.12
H -4.5008 -0.0070 5.6895 0.14
H -2.3920 1.3403 1.2697 0.11
H -3.0269 -2.1063 2.1228 0.11
H -3.8414 3.4203 4.8227 0.12
C 1.4244 5.3002 -4.8767 0.08
C 0.4484 4.5476 -4.3506 -0.23
C 0.7436 3.3450 -3.4869 -0.29
O -0.2199 2.7378 -3.0422 0.07
C 2.1147 2.9794 -3.2399 0.08
C 3.0929 3.7303 -3.7694 -0.22
C 2.8054 4.9505 -4.6150 -0.30
O 3.7677 5.5675 -5.0281 0.12
O 4.3782 3.4851 -3.6033 0.11
O -0.8400 4.7865 -4.5344 0.13
H 1.2252 6.1642 -5.4941 0.14
H 2.3141 2.1065 -2.6345 0.14
H 4.8632 4.1857 -4.0878 0.12
H -1.3287 4.0974 -4.0468 0.12
C 7.7100 5.6054 -0.9731 0.08
C 7.0655 4.4613 -1.2432 -0.23
C 6.6352 3.5023 -0.1572 -0.31
O 6.0374 2.5041 -0.5141 0.11
C 6.9544 3.8235 1.2178 0.07
C 7.6026 4.9656 1.4880 -0.24
C 8.0111 5.9361 0.4040 -0.31
O 8.5795 6.9505 0.7633 0.11
O 7.9412 5.3514 2.7064 0.12
O 6.7404 4.0645 -2.4625 0.10
H 8.0187 6.2980 -1.7431 0.14
H 6.6562 3.1254 1.9869 0.14
H 8.3934 6.2124 2.6045 0.12
H 6.2789 3.2063 -2.3590 0.11
```


(2)
Formula: C33H27BaBr4NO4P2S2
Source: the OMol25 dataset
Level of theory: ωB97M-V/def2-TZVPD

The LUMO energy is 0.14555 hartree. The max |F| comes out at 0.0036 Eh/bohr. Its net charge is -2. The value obtained for the highest occupied orbital energy is -1.8 eV. The gap between HOMO and LUMO comes out at 5.807 eV. For the energy above the lowest of the compared OMol25 structures with the same formula, charge and spin, the calculation gives 0.0 kJ/mol.

The geometry in XYZ format:
```
74
Properties=species:S:1:pos:R:3:lowdin_charge:R:1
Ba 0.4902 0.5471 1.2143 1.65
Br -1.7658 -1.6305 8.1536 0.62
C -1.4574 -0.5743 6.6046 -0.78
C -1.8317 0.7522 6.5688 -0.78
Br -2.6697 1.5623 8.0694 0.62
C -1.5882 1.5064 5.4053 -0.64
Br -2.0699 3.3438 5.3044 0.69
C -0.9831 0.9774 4.2598 -0.48
O -0.7532 1.6532 3.1896 -0.35
C -0.5935 -0.4312 4.3000 -0.48
O -0.0310 -0.9455 3.2575 -0.37
C -0.8406 -1.1441 5.4747 -0.65
Br -0.2913 -2.9640 5.4557 0.69
N 2.6471 0.6243 3.2037 -0.07
C 3.9781 0.2404 2.7339 -0.20
C 3.9665 -0.4823 1.3681 -0.71
O 5.0296 -0.9972 1.0055 -0.03
O 2.8666 -0.4641 0.7361 -0.29
H 2.6994 1.2877 3.9663 0.07
H 2.1240 -0.1778 3.5504 0.05
H 4.5301 -0.3988 3.4310 0.10
H 4.5743 1.1465 2.5986 0.11
S 0.5764 2.2630 -1.6501 0.12
P -1.3994 2.0582 -1.6334 -0.04
S -2.1556 0.3791 -0.8765 0.14
C -2.1111 3.4804 -0.7269 -0.38
C -2.3273 3.3750 0.6440 -0.10
C -2.7541 4.4746 1.3754 -0.07
C -2.9943 5.6829 0.7355 -0.10
C -2.7917 5.7917 -0.6340 -0.11
C -2.3419 4.6981 -1.3605 -0.10
C -2.0777 2.2741 -3.3220 -0.39
C -3.4540 2.1877 -3.5217 -0.11
C -3.9857 2.3345 -4.7925 -0.10
C -3.1453 2.5570 -5.8781 -0.11
C -1.7749 2.6343 -5.6849 -0.10
C -1.2419 2.4973 -4.4074 -0.11
H -2.1677 2.4405 1.1690 0.06
H -2.8852 4.3669 2.4447 0.07
H -3.3350 6.5402 1.3042 0.09
H -2.9756 6.7325 -1.1401 0.09
H -2.1666 4.7962 -2.4257 0.10
H -4.1002 1.9898 -2.6746 0.10
H -5.0570 2.2671 -4.9398 0.09
H -3.5624 2.6634 -6.8728 0.09
H -1.1140 2.7992 -6.5274 0.09
H -0.1735 2.5526 -4.2368 0.06
C -1.0211 -3.1880 -1.2710 -0.29
P 0.4653 -2.2818 -0.6843 0.94
C 1.4122 -2.0460 -2.2259 -0.37
C 2.7790 -1.7659 -2.1370 -0.08
C 3.5107 -1.4994 -3.2836 -0.08
C 2.8936 -1.4892 -4.5287 -0.11
C 1.5349 -1.7489 -4.6219 -0.11
C 0.7991 -2.0289 -3.4771 -0.10
C 1.3603 -3.6341 0.1639 -0.37
C 2.0402 -4.6534 -0.4995 -0.09
C 2.6645 -5.6638 0.2157 -0.10
C 2.6105 -5.6670 1.6044 -0.10
C 1.9362 -4.6561 2.2729 -0.08
C 1.3185 -3.6378 1.5576 -0.08
H -1.6834 -2.4911 -1.7860 0.00
H -1.5469 -3.5596 -0.3908 0.04
H -0.7696 -4.0281 -1.9224 0.04
H 3.2581 -1.7206 -1.1646 0.09
H 4.5675 -1.2800 -3.1929 0.10
H 3.4666 -1.2658 -5.4213 0.09
H 1.0397 -1.7255 -5.5858 0.09
H -0.2636 -2.2151 -3.5654 0.09
H 2.0958 -4.6430 -1.5825 0.10
H 3.2019 -6.4439 -0.3110 0.09
H 3.1062 -6.4514 2.1645 0.09
H 1.8977 -4.6407 3.3551 0.09
H 0.8116 -2.8425 2.0988 0.07
```


(3)
Formula: C33H27CsI2N10O2
Source: the OMol25 dataset
Level of theory: ωB97M-V/def2-TZVPD

The LUMO energy is -0.01882 hartree. The max |F| comes out at 0.0595 Eh/bohr. The value obtained for the highest occupied orbital energy is -6.3 eV. The gap between HOMO and LUMO comes out at 5.838 eV. For the energy above the lowest of the compared OMol25 structures with the same formula, charge and spin, the calculation gives 96.8 kJ/mol.

The geometry in XYZ format:
```
75
Properties=species:S:1:pos:R:3:lowdin_charge:R:1
Cs -1.9929 1.6936 -1.5736 1.02
I -5.9882 8.4080 0.2924 0.82
C -5.2966 6.7527 -0.7240 -0.77
C -6.1561 5.6415 -0.7065 -0.29
C -5.6308 4.5084 -1.2456 -0.59
I -6.8810 2.7825 -0.9952 0.79
C -4.3382 4.2826 -1.8182 -0.55
O -3.9627 3.2109 -2.3530 -0.44
C -3.5029 5.4570 -1.6968 -0.14
C -2.1857 5.4078 -2.5651 -0.15
N -0.9581 5.2854 -1.7351 -0.07
C 0.3606 5.2400 -2.4378 -0.15
C 1.2643 4.2259 -1.7567 -0.29
C 2.3585 4.6549 -1.0544 -0.03
C 3.3229 3.7314 -0.5326 -0.04
C 2.9729 2.3918 -0.6832 -0.09
C 1.8397 2.0346 -1.4198 -0.18
N 1.0277 2.9134 -1.9537 0.06
C -3.9271 6.6333 -1.1346 -0.12
H -7.0670 5.6829 -0.1928 0.05
H -2.0228 6.3088 -3.1092 0.10
H -2.1888 4.4598 -3.1374 0.10
H -0.9739 5.8069 -0.8557 0.12
H 0.9361 6.1721 -2.3557 0.10
H 0.3229 5.0215 -3.5293 0.14
H 2.5026 5.7343 -0.9352 0.11
H 4.2491 4.0453 -0.0605 0.11
H 3.7081 1.6590 -0.3683 0.10
H 1.8352 0.9289 -1.5476 0.12
H -3.2674 7.4968 -1.1081 0.10
C -0.0949 -0.9970 4.2573 -0.07
N -0.1386 0.1056 3.2757 -0.12
C -0.9017 0.2328 2.1832 -0.17
N -0.5851 1.3042 1.4721 0.05
C 0.4482 1.7986 2.2353 -0.22
N 0.7732 1.1211 3.3133 0.12
C 1.2650 -1.6375 4.4047 -0.20
C 2.0754 -1.5833 5.5094 -0.02
C 3.3177 -2.2214 5.4837 -0.04
C 3.6720 -3.0130 4.3929 -0.01
C 2.8489 -3.0771 3.2928 -0.14
C 1.6747 -2.3894 3.3267 0.01
C 3.1450 -4.0091 2.1925 -0.28
N 4.1668 -4.8033 2.1655 0.14
N 3.9475 -5.5550 1.0059 0.12
C 2.8801 -5.1187 0.4350 -0.31
O 2.2690 -4.1491 1.1683 0.13
C 2.1660 -5.5685 -0.7184 -0.14
C 2.7707 -6.5755 -1.5093 -0.02
C 2.1200 -6.9784 -2.6145 -0.07
C 0.8785 -6.4276 -2.9717 -0.03
C 0.2600 -5.5123 -2.1666 -0.19
C -1.2226 -5.1533 -2.3395 -0.01
N -1.5773 -3.6808 -2.0066 -0.11
C -1.3176 -2.6158 -2.7587 -0.16
N -1.5640 -1.5127 -2.0902 0.03
C -2.0530 -1.9960 -0.9286 -0.29
N -2.0961 -3.2755 -0.8268 0.10
C 0.9388 -5.0027 -1.0507 0.05
H -0.8481 -1.7422 3.9525 0.14
H -0.5577 -0.5307 5.1231 0.13
H -1.5921 -0.5035 1.8196 0.11
H 0.9793 2.7331 1.9159 0.12
H 1.7928 -1.0397 6.4246 0.13
H 3.9200 -2.2490 6.3370 0.09
H 4.6176 -3.5008 4.4035 0.11
H 0.9417 -2.5024 2.5992 0.11
H 3.7667 -6.9972 -1.1175 0.15
H 2.5569 -7.6958 -3.2858 0.11
H 0.4441 -6.8227 -3.8401 0.10
H -1.8032 -5.6529 -1.6140 0.11
H -1.6991 -5.4515 -3.2678 0.12
H -0.9599 -2.7145 -3.7865 0.14
H -2.4901 -1.3610 -0.1282 0.10
H 0.5038 -4.2504 -0.3754 0.13
```